Here is a structure of composition C17H18BaF3N5O3S2 from OMol25. Energies are from ωB97M-V/def2-TZVPD.

Last column: Mulliken charge in e.
Cartesian coordinates (Å):
Ba: 0.2391 -0.3048 1.0323  1.657
C: 2.8802 3.1119 -0.9559  -1.494
C: 2.6301 2.1639 0.1845  0.853
N: 1.5267 2.1809 0.8486  0.192
N: 0.5396 3.0121 0.4960  -1.123
C: -0.4560 3.0609 1.4051  0.255
N: -1.5016 3.8329 0.9460  -0.532
S: -0.5578 2.3935 2.9570  -0.484
C: 3.6680 1.2282 0.6640  0.440
C: 4.9942 1.3125 0.2188  -0.739
C: 5.9668 0.5137 0.7894  -0.359
C: 5.6161 -0.3677 1.7985  -0.548
C: 4.2775 -0.4140 2.1626  -0.222
N: 3.3410 0.3487 1.6256  0.002
H: 1.9723 3.1809 -1.5555  0.372
H: 3.7019 2.7982 -1.5970  0.448
H: 3.0871 4.1212 -0.5873  0.266
H: -1.5589 3.8453 -0.0629  0.285
H: -2.3722 3.6164 1.4057  0.266
H: 5.2647 2.0088 -0.5614  0.195
H: 6.9915 0.5826 0.4431  0.381
H: 6.3371 -1.0195 2.2724  0.353
H: 3.9382 -1.1233 2.9111  0.319
F: 0.6922 -4.8880 -0.3869  -0.245
C: 1.1028 -3.9006 -1.1958  0.541
F: 0.0417 -3.3863 -1.8097  -0.210
F: 1.9024 -4.4496 -2.1319  -0.246
S: 2.0316 -2.6051 -0.2340  1.393
O: 3.4003 -3.0385 -0.2668  -0.678
O: 1.7280 -1.3659 -0.9303  -0.778
O: 1.4095 -2.6407 1.0889  -0.848
C: -2.7826 1.1543 -1.9431  -0.980
C: -3.7126 0.1207 -1.3862  1.084
C: -4.9205 -0.1488 -1.9953  -0.506
C: -5.8097 -1.1191 -1.5197  -0.627
C: -5.4181 -1.8310 -0.3767  -0.538
C: -4.2242 -1.6021 0.2712  1.363
C: -3.8385 -2.3986 1.4797  -1.238
C: -3.2684 -0.5872 -0.1860  -1.128
N: -2.1240 -0.3716 0.4021  -0.722
H: -3.2134 1.6541 -2.8180  0.353
H: -1.8196 0.7110 -2.2260  0.082
H: -2.5315 1.9046 -1.1832  -0.151
H: -5.1824 0.4217 -2.8882  0.203
H: -6.7544 -1.3149 -2.0156  0.313
H: -6.0804 -2.6026 0.0202  0.203
H: -4.6430 -3.0776 1.7837  0.356
H: -3.5814 -1.7369 2.3143  0.152
H: -2.9295 -2.9846 1.2926  0.069

Its LUMO energy is 0.1550 hartree. The HOMO energy comes out at 0.852 eV. As for the charge: -2.


Here is a structure of composition C17H18BrCuI2N5O3S from OMol25. Energies are from ωB97M-V/def2-TZVPD.

Last column: Löwdin spin population.
Cartesian coordinates (Å):
Cu: -0.6684 -0.2197 1.3585  -0.001
I: -2.6203 -0.2494 4.5387  0.007
C: -1.3144 -1.9257 4.5975  0.016
I: -0.3541 -2.4305 2.6485  0.029
H: -1.8818 -2.7859 4.9303  0.001
H: -0.5112 -1.7028 5.2894  0.000
Br: 1.4795 0.5987 4.1398  0.000
C: 1.9618 1.1583 2.3974  0.000
C: 3.0665 1.9725 2.2164  0.000
C: 3.3797 2.3355 0.9150  0.000
C: 2.5938 1.8692 -0.1251  0.000
C: 1.4923 1.0748 0.1677  0.000
N: 1.1901 0.7400 1.4174  0.000
C: 0.5280 0.5939 -0.9354  0.003
O: 0.7902 0.9177 -2.0798  0.000
O: -0.4797 -0.0553 -0.5364  0.013
H: 3.6527 2.3140 3.0553  0.000
H: 4.2255 2.9777 0.7209  0.000
H: 2.7963 2.1122 -1.1550  0.000
C: 2.9723 -5.0179 -3.9229  0.000
C: 3.1002 -4.8724 -2.4432  0.004
C: 4.1009 -5.5123 -1.7099  -0.001
C: 4.0977 -5.2763 -0.3450  0.003
N: 3.2369 -4.4709 0.2389  0.029
C: 2.3279 -3.8716 -0.5358  0.085
S: 1.2823 -2.7067 0.1552  0.780
N: 2.2298 -4.0805 -1.8484  0.033
H: 3.7049 -5.7221 -4.3066  0.000
H: 3.1248 -4.0438 -4.3855  0.000
H: 1.9693 -5.3528 -4.1807  0.000
H: 4.8284 -6.1492 -2.1799  0.000
H: 4.8206 -5.7375 0.3159  0.000
N: -1.9834 1.3640 1.4433  0.000
C: -2.5851 1.8798 0.5961  0.000
N: -3.2586 2.4952 -0.3108  0.000
C: -2.6722 3.4990 -1.1800  0.000
C: -3.4343 4.8172 -0.9909  0.000
O: -4.8175 4.6446 -1.1976  0.000
C: -5.3570 3.6956 -0.3065  0.000
C: -4.6874 2.3297 -0.4975  0.000
H: -2.7724 3.1615 -2.2178  0.000
H: -1.6159 3.6260 -0.9448  0.000
H: -3.1021 5.5545 -1.7235  0.000
H: -3.2520 5.2072 0.0223  0.000
H: -6.4231 3.6342 -0.5276  0.000
H: -5.2217 4.0283 0.7342  0.000
H: -4.8624 1.9824 -1.5228  0.000
H: -5.0777 1.5998 0.2109  0.000

The expectation value of S² is 0.754. Its LUMO energy (spin up / spin down) is -0.0054 / -0.0821 hartree. The HOMO energy (spin up / spin down) comes out at -7.732 / -7.728 eV. The spin multiplicity is 2.


Here is a structure of composition C17H18Cl3F6N4O4SbSr from OMol25. Energies are from ωB97M-V/def2-TZVPD.

Last column: Löwdin spin population.
Cartesian coordinates (Å):
Sr: 0.0680 1.1155 -0.3734  0.004
C: 2.9726 -1.6441 -2.2719  0.008
C: 2.3391 -1.1256 -1.0036  0.063
O: 1.1802 -0.7658 -1.0385  0.064
C: 3.1633 -1.0663 0.2110  0.153
C: 2.7053 -0.6169 1.4362  0.023
C: 3.5982 -0.5507 2.6414  -0.007
N: 1.4133 -0.1819 1.5016  0.246
N: 0.9107 0.0012 2.7022  0.194
C: -0.3451 0.6036 2.6513  0.095
O: -1.0223 0.8109 1.6191  0.097
C: -0.8581 0.9820 4.0014  0.003
C: -0.0203 1.1720 5.0968  0.014
C: -0.5516 1.5982 6.3087  -0.001
C: -1.9189 1.8229 6.4316  0.014
C: -2.7562 1.6179 5.3398  -0.001
C: -2.2225 1.2068 4.1287  0.012
H: 2.2480 -1.5908 -3.0813  0.000
H: 3.2889 -2.6838 -2.1356  0.003
H: 3.8617 -1.0590 -2.5287  0.002
H: 4.1958 -1.3878 0.1417  0.010
H: 4.5938 -0.9372 2.4155  0.000
H: 3.1602 -1.1181 3.4646  -0.001
H: 3.6775 0.4862 2.9768  -0.002
H: 1.0405 0.9983 4.9807  0.001
H: 0.1048 1.7658 7.1554  0.000
H: -2.3304 2.1685 7.3732  0.001
H: -3.8217 1.7979 5.4291  0.000
H: -2.8528 1.0735 3.2571  0.001
N: 1.7098 2.2150 -1.9690  0.000
C: 1.3663 2.1522 -3.4147  0.000
C: -0.0877 2.5635 -3.6731  0.000
C: -1.1117 1.4670 -3.3644  0.000
O: -2.0071 1.2631 -4.1877  0.000
O: -0.9276 0.8432 -2.2546  0.000
H: 1.7114 3.1895 -1.6709  0.000
H: 2.6540 1.8776 -1.8140  0.000
H: 1.5049 1.1241 -3.7475  0.000
H: 2.0298 2.7835 -4.0041  0.000
H: -0.2209 2.8391 -4.7159  0.000
H: -0.3238 3.4407 -3.0571  0.000
Cl: -3.2868 -1.3798 -2.8149  0.000
C: -3.5010 -1.2157 -1.0932  0.000
Cl: -3.5914 0.4767 -0.6188  0.000
Cl: -5.0071 -2.0533 -0.5859  0.000
C: -2.3682 -1.8591 -0.3887  0.001
N: -1.5089 -2.3884 0.1615  0.001
F: -0.9089 3.1537 -0.2159  0.001
Sb: 0.2032 3.9430 1.1418  0.000
F: -0.8065 5.5294 1.0345  0.000
F: -0.9325 3.4186 2.5217  0.000
F: 1.4229 4.5367 2.4377  0.000
F: 1.4213 2.4618 0.8887  0.002
F: 1.2544 4.6998 -0.2410  0.000

The expectation value of S² is 0.771. Its LUMO energy (spin up / spin down) is 0.0881 / 0.0488 hartree. The HOMO energy (spin up / spin down) comes out at -4.708 / -5.978 eV. The spin multiplicity is 2. As for the charge: -1.